C44H35N5OP2Pd as an isolated structure in a non-equilibrium geometry, computed with ωB97M-V/def2-TZVPD.

As for the molecular weight: 818.2 g mol⁻¹. For the total energy, the calculation gives -77739.8730 eV. The value obtained for the LUMO energy (alpha / beta) is -5.4 / -8.6 eV. Its total charge is +2. Its spin multiplicity is 3. Its HOMO energy (alpha / beta) is -11.708 / -12.140 eV. For the HOMO-LUMO gap (alpha / beta), the calculation gives 6.2881 / 3.5441 eV. The largest force on an atom is 1.488 eV Å⁻¹. The relative energy (zero: lowest compared OMol25 entry of this formula, charge and spin) is 96.19 kJ/mol.

Atoms and positions in Å:
C1 -3.859 2.181 -3.907
C2 -0.170 -2.052 -1.951
C3 7.853 -4.829 1.148
C4 1.864 0.491 -0.366
C5 6.748 -4.099 0.821
P1 -2.634 1.000 0.916
C6 -6.097 0.315 -2.205
C7 -6.085 -1.944 -3.815
H1 0.316 -4.077 -2.477
C8 3.533 -1.753 -0.118
N1 5.236 -0.688 0.781
C9 8.968 -4.209 1.751
C10 6.691 -2.716 1.081
C11 -3.080 4.455 -3.900
H2 -1.158 5.614 1.635
C12 1.863 -3.136 -1.332
N2 -3.902 0.747 -0.190
C13 -3.600 -0.439 4.607
H3 5.866 0.002 1.158
C14 2.270 -1.933 -0.743
C15 3.599 1.997 0.399
C16 -2.898 2.714 1.467
H4 -2.003 5.076 -2.152
C17 -4.174 3.202 1.720
C18 2.716 3.035 0.211
C19 -4.897 -1.495 -3.260
C20 -2.511 4.262 -2.650
C21 -3.234 0.425 3.592
C22 1.421 -0.808 -0.824
C23 5.493 -2.035 0.677
C24 -4.359 4.559 1.908
H5 -6.080 -2.808 -4.455
H6 2.524 -3.987 -1.291
C25 11.190 -4.537 2.567
C26 3.981 -0.481 0.286
C27 0.643 -3.186 -1.967
C28 3.185 0.682 0.130
H7 5.895 -4.555 0.347
H8 3.007 4.059 0.383
H9 -2.169 2.896 -1.030
C29 -1.810 3.581 1.450
C30 -4.904 -0.357 -2.464
N3 4.475 -2.677 0.130
H10 7.917 -5.886 0.949
C31 -2.601 3.028 -2.034
H11 -4.170 3.562 -5.507
C32 1.418 2.749 -0.212
H12 -4.881 0.759 0.078
C33 -7.278 -0.157 -2.742
H13 11.845 -5.404 2.625
C34 -3.090 -0.070 2.302
C35 -3.644 -2.278 3.054
H14 -3.801 -3.325 2.846
N4 1.008 1.524 -0.486
C36 7.789 -2.104 1.702
H15 -8.199 0.365 -2.537
H16 -4.053 -2.459 5.145
H17 9.743 -2.341 2.508
Pd1 -1.133 0.834 -0.917
H18 -8.189 -1.630 -3.996
H19 -0.822 3.165 1.287
C37 -3.739 3.411 -4.530
N5 0.208 -0.915 -1.400
H20 7.775 -1.048 1.927
H21 -3.430 6.478 2.020
H22 4.605 2.193 0.735
C38 -1.997 4.935 1.654
H23 -4.383 1.374 -4.398
H24 -5.351 4.947 2.077
C39 8.909 -2.834 2.034
H25 -3.969 -2.017 -3.452
H26 -5.013 2.524 1.783
H27 -1.151 -2.056 -2.419
H28 0.696 3.545 -0.349
H29 -6.100 1.219 -1.610
H30 11.014 -4.147 3.574
C40 -3.316 1.990 -2.642
H31 -3.004 5.418 -4.382
H32 -3.077 1.477 3.793
H33 11.656 -3.776 1.934
C41 -7.271 -1.276 -3.558
C42 -3.287 -1.423 2.031
H34 -3.169 -1.781 1.014
H35 -3.730 -0.052 5.605
O1 9.992 -5.015 1.993
P2 -3.376 0.368 -1.780
C43 -3.788 -1.788 4.344
C44 -3.276 5.423 1.868

Atomic forces in eV per Å
0.044 -0.034 0.151
0.125 -0.174 -0.069
-0.392 0.008 -0.173
0.454 0.733 0.289
0.349 -0.695 0.007
-0.519 0.425 -0.397
0.061 -0.077 -0.076
-0.005 -0.025 -0.047
-0.078 -0.128 -0.004
0.875 -0.382 0.275
-0.267 0.409 0.008
0.223 -0.552 -0.051
-0.852 0.507 -0.277
0.028 0.005 0.003
0.108 0.079 0.035
-0.099 0.189 0.047
-0.135 -0.431 -0.055
0.065 -0.072 0.185
-0.099 -0.004 -0.023
-0.775 0.321 -0.269
-0.258 -0.057 -0.024
0.145 -0.340 0.096
0.050 0.071 0.022
0.188 0.043 0.048
0.159 -0.107 0.025
0.038 0.159 0.103
0.097 0.030 -0.070
-0.005 -0.049 -0.208
-0.124 -1.419 -0.432
1.266 -0.286 0.472
-0.138 0.024 0.029
-0.029 -0.181 -0.091
0.045 -0.132 -0.034
0.799 0.285 0.387
0.358 -0.147 0.081
0.113 0.041 0.135
-0.554 0.535 -0.152
-0.020 -0.148 -0.026
0.036 0.059 0.043
-0.299 0.183 -0.480
-0.107 -0.237 0.109
0.472 -0.035 0.073
-1.052 -0.146 -0.502
-0.039 -0.139 -0.050
-0.173 -0.019 0.324
-0.057 0.014 -0.113
0.201 0.097 -0.004
0.166 0.029 -0.066
-0.076 0.126 0.052
-0.063 0.139 0.020
0.199 0.278 -0.148
0.077 -0.056 -0.047
-0.035 -0.138 0.028
-0.122 -0.438 0.022
0.641 -0.061 0.225
-0.122 0.029 -0.013
-0.075 -0.073 0.106
0.075 0.049 0.042
0.572 -1.029 0.080
-0.137 -0.050 -0.048
0.014 0.081 -0.052
0.030 0.132 -0.086
0.348 0.561 -0.064
0.054 0.092 0.053
-0.025 0.183 -0.008
0.133 0.064 0.076
0.013 0.112 0.031
-0.084 -0.028 -0.046
-0.110 0.060 0.072
-0.019 0.640 0.112
0.028 -0.035 -0.049
-0.144 -0.023 -0.078
0.100 0.015 0.088
-0.015 -0.031 0.005
-0.037 0.076 -0.014
-0.005 -0.022 -0.123
0.008 -0.271 -0.014
-0.022 0.073 -0.052
-0.020 0.008 0.032
-0.104 -0.064 0.065
0.071 -0.114 -0.028
0.036 0.198 -0.038
-0.040 -0.082 0.045
-0.019 -0.035 0.146
-1.187 0.259 -0.414
-0.305 1.070 0.720
-0.059 0.067 0.035
0.037 0.004 0.016

***

C44H36BCl3F5N7O4PSTc as an isolated structure, computed with ωB97M-V/def2-TZVPD.

As for the molecular weight: 1100.0 g mol⁻¹. For the total energy, the calculation gives -138991.2648 eV. The value obtained for the LUMO energy (alpha / beta) is 1.9 / 2.1 eV. Its total charge is -1. Its spin multiplicity is 2. Its HOMO energy (alpha / beta) is -5.086 / -4.460 eV. For the HOMO-LUMO gap (alpha / beta), the calculation gives 6.9590 / 6.5958 eV. The largest force on an atom is 0.688 eV Å⁻¹.

Atoms and positions in Å:
H1 -1.673 1.666 -4.402
H2 2.516 -4.416 3.268
H3 1.760 3.256 1.595
Tc1 0.825 0.245 -0.110
C1 -1.812 0.243 6.257
C2 5.663 3.423 -0.720
N1 -4.243 -0.102 -3.335
H4 -2.287 -3.572 4.051
S1 -3.494 0.315 -0.792
O1 -0.669 2.186 1.268
H5 -0.236 -3.031 -3.992
F1 2.700 0.325 2.902
C3 -3.477 -2.750 -3.183
H6 -0.639 -0.567 -4.446
H7 4.312 0.651 -3.258
H8 -3.968 -0.256 3.086
H9 3.079 2.770 2.643
N2 2.124 1.388 -0.078
N3 -0.600 0.913 -2.774
P1 -1.203 -1.283 2.515
C4 4.662 -1.431 0.443
C5 -4.203 -3.314 0.740
C6 -3.693 -0.567 -2.160
H10 3.358 -0.193 -2.029
N4 0.178 -1.504 -1.209
H11 0.351 -2.963 0.271
H12 1.171 -6.029 4.583
C7 -4.035 -1.136 2.463
C8 6.125 -0.266 1.943
C9 5.015 0.207 2.614
C10 -5.271 -1.579 2.011
C11 3.573 0.781 -2.466
C12 4.060 1.769 -1.451
F2 4.530 -2.259 -0.607
H13 -2.731 -1.284 5.070
C13 -1.314 3.008 -2.640
C14 4.866 3.739 0.372
H14 -4.198 -2.933 -5.186
C15 -0.007 1.449 5.226
H15 5.867 2.226 -2.490
O2 -2.403 1.033 2.115
C16 -0.832 1.223 6.319
N5 0.002 -1.546 -2.543
C17 -0.091 -2.814 -2.945
C18 -4.393 -0.922 -4.332
H16 6.597 3.951 -0.878
C19 -2.969 -2.886 1.203
F3 7.002 -1.599 0.212
B1 0.039 -0.302 -3.478
H17 1.455 -2.381 2.339
H18 -2.462 0.068 7.106
H19 -1.233 -5.588 4.981
H20 -2.071 -3.409 0.891
F4 7.363 0.059 2.350
H21 2.638 1.123 -2.916
C20 -2.525 3.412 2.123
C21 -4.045 -2.297 -4.329
H22 -2.852 -2.213 -1.303
C22 5.937 -1.106 0.859
H23 -6.323 -2.983 0.776
O3 -0.322 -0.822 1.396
C23 0.187 -2.767 -0.771
H24 5.175 4.515 1.063
C24 -0.481 -2.845 3.130
C25 3.503 -0.917 1.058
C26 2.821 3.407 1.794
C27 3.671 3.071 0.602
F5 5.175 0.998 3.685
C28 -1.788 2.051 1.776
C29 0.006 -3.644 -1.837
H25 -0.714 1.814 7.220
C30 -1.965 -0.517 5.107
O4 2.314 -1.183 0.602
C31 0.710 -5.134 4.181
C32 1.463 -4.234 3.443
H26 2.983 4.444 2.094
C33 3.743 -0.134 2.195
C34 3.286 2.060 -0.309
C35 5.255 2.453 -1.624
H27 -6.168 -1.059 2.323
N6 -3.311 -1.906 -2.152
Cl1 -2.295 4.625 0.855
Cl2 -1.788 4.009 3.640
C36 -2.877 -1.788 2.058
C37 -0.640 -4.889 4.404
N7 -0.195 1.395 -1.575
H28 1.184 -0.070 -3.786
C38 -1.231 -3.749 3.883
H29 -0.443 3.209 -0.581
H30 0.444 0.905 3.195
C39 -0.164 0.704 4.068
H31 -0.010 -4.721 -1.809
C40 -5.358 -2.657 1.144
H32 -1.804 3.941 -2.854
H33 -4.827 -0.496 -5.234
C41 0.873 -3.089 2.921
H34 -4.260 -4.162 0.067
C42 -1.146 -0.281 4.010
C43 -1.275 1.870 -3.422
H35 0.752 2.220 5.261
H36 -3.132 -3.761 -3.024
Cl3 -4.262 3.196 2.388
C44 -0.615 2.656 -1.488

Atomic forces in eV per Å
-0.012 0.020 0.016
-0.017 -0.010 0.003
0.011 -0.011 -0.018
0.673 0.137 -0.049
-0.019 -0.019 0.007
-0.008 0.048 0.003
0.038 0.003 -0.058
0.022 -0.003 -0.016
0.011 0.121 0.004
0.132 0.041 0.199
0.001 -0.008 0.035
-0.093 0.049 0.030
0.046 0.086 0.095
-0.003 0.000 -0.022
-0.010 -0.001 0.008
-0.002 -0.038 -0.020
0.003 -0.023 0.021
-0.473 0.078 -0.438
0.111 0.115 -0.076
0.178 -0.061 0.087
-0.014 0.046 -0.020
0.008 -0.016 0.045
-0.106 -0.087 0.056
0.011 -0.080 0.081
0.190 -0.032 -0.089
0.029 -0.024 0.109
-0.003 0.020 0.000
0.011 0.019 0.055
-0.025 -0.052 -0.041
-0.052 -0.021 -0.015
-0.005 -0.013 0.017
0.023 0.035 -0.026
0.085 0.037 -0.030
-0.029 0.047 -0.077
0.020 0.004 -0.010
0.040 -0.029 -0.035
-0.019 -0.036 -0.010
0.001 0.005 0.008
0.006 -0.008 0.031
-0.011 0.009 0.019
-0.081 0.249 -0.124
0.036 -0.003 -0.005
-0.019 -0.093 0.000
-0.177 0.032 0.022
-0.043 -0.002 -0.076
-0.004 -0.018 0.011
0.010 -0.049 -0.003
0.041 -0.018 -0.020
-0.054 -0.087 -0.082
-0.018 -0.035 -0.036
0.009 0.005 -0.005
0.010 0.006 -0.008
0.015 0.017 0.016
0.067 0.021 0.017
0.091 -0.006 0.062
-0.005 0.015 0.084
0.017 -0.002 0.009
-0.014 0.010 0.021
-0.053 0.033 0.061
0.006 0.004 0.014
-0.317 -0.131 0.003
-0.066 0.034 -0.067
-0.005 -0.003 -0.002
-0.132 -0.004 0.048
-0.080 -0.132 -0.152
-0.066 -0.016 -0.017
0.088 -0.020 -0.029
0.017 0.048 0.064
-0.057 -0.195 -0.014
0.058 0.025 0.026
-0.002 -0.002 -0.009
-0.024 -0.019 0.037
-0.074 -0.131 0.244
-0.044 -0.024 0.009
0.041 0.045 -0.018
0.015 -0.017 -0.006
0.133 0.084 -0.005
0.034 -0.029 0.253
-0.016 -0.028 -0.046
0.005 0.001 -0.024
0.147 0.034 -0.143
-0.004 0.061 -0.011
-0.027 0.029 -0.031
-0.003 0.042 -0.010
0.042 -0.004 0.011
-0.197 -0.010 0.199
-0.047 -0.008 0.025
-0.027 -0.021 -0.035
0.029 -0.022 -0.107
-0.021 -0.021 0.046
0.027 -0.021 -0.022
0.001 0.011 -0.002
-0.009 -0.003 -0.017
0.012 -0.011 0.012
0.009 0.005 0.022
0.056 0.080 -0.056
-0.023 -0.001 0.010
0.076 0.030 -0.037
-0.038 -0.025 0.012
-0.011 -0.005 0.007
0.033 -0.046 -0.035
0.003 -0.021 -0.012
-0.122 0.018 0.039

***

C44H36CaN12S2 as an isolated structure in a non-equilibrium geometry, computed with ωB97M-V/def2-TZVPD.

As for the molecular weight: 837.1 g mol⁻¹. For the total energy, the calculation gives -104206.0341 eV. The value obtained for the LUMO energy (alpha / beta) is 3.9 / 3.9 eV. Its total charge is -2. Its spin multiplicity is 1. Its HOMO energy (alpha / beta) is -0.277 / -0.595 eV. For the HOMO-LUMO gap (alpha / beta), the calculation gives 4.2214 / 4.5453 eV. The largest force on an atom is 2.699 eV Å⁻¹. The relative energy (zero: lowest compared OMol25 entry of this formula, charge and spin) is 18.29 kJ/mol.

Atoms and positions in Å:
H1 4.437 3.903 -0.771
C1 1.925 -3.043 0.230
H2 -0.023 -2.521 -3.283
C2 -0.365 6.286 -2.761
H3 4.723 -2.247 1.010
C3 -2.879 -0.077 -4.175
N1 -1.168 -2.814 1.042
S1 -3.221 -4.552 0.479
S2 -0.529 1.234 -3.892
C4 0.799 -2.126 2.236
H4 0.947 -3.485 0.059
C5 0.397 0.375 5.666
C6 -6.895 0.433 -0.125
N2 -2.868 2.090 -1.068
C7 0.684 -3.001 -2.610
C8 -1.688 0.086 -3.411
N3 2.902 -1.211 1.430
C9 4.787 2.993 -0.299
C10 -3.099 -0.362 1.422
C11 2.455 1.928 -0.155
H5 0.737 -4.325 2.069
H6 2.528 0.274 5.966
C12 6.113 2.786 -0.010
C13 -2.132 -3.523 0.994
H7 6.024 -0.311 1.390
N4 1.998 0.705 0.318
C14 0.513 3.050 -0.965
H8 6.856 3.536 -0.258
C15 1.927 -0.817 4.212
C16 -0.677 0.031 4.873
H9 -7.850 0.663 -0.586
C17 0.811 -3.551 2.832
C18 -1.344 -1.123 2.708
H10 -2.358 6.730 -3.427
C19 -0.065 4.199 -1.655
C20 -6.860 -0.443 0.973
N5 -0.559 -1.817 1.699
C21 -3.839 -0.976 -3.797
H11 2.936 -1.136 3.987
H12 1.441 -0.665 -3.593
C22 6.531 1.583 0.607
C23 2.501 -2.586 -1.098
H13 -5.750 1.673 -1.470
H14 1.305 -3.708 -3.190
N6 1.505 -1.986 -1.969
C24 -2.486 -1.520 -1.935
C25 -5.734 0.996 -0.624
H15 -4.381 -2.444 -2.284
H16 1.535 5.583 -2.012
H17 -0.044 -3.647 3.504
C26 -0.447 -0.744 3.720
H18 2.791 -0.420 -2.491
H19 -2.993 0.536 -5.057
H20 2.574 -3.829 0.650
H21 1.724 -3.697 3.409
H22 0.113 -3.568 -1.872
H23 0.239 0.974 6.556
C27 -5.666 -0.769 1.589
C28 -3.644 -1.737 -2.639
C29 -4.492 -0.216 1.083
C30 0.477 5.385 -2.129
C31 2.178 -1.180 -2.980
C32 0.871 -1.168 3.407
N7 -2.632 -0.856 2.574
C33 1.695 -0.028 5.343
N8 1.749 -1.921 1.142
H24 -7.788 -0.872 1.337
C34 3.056 0.035 0.793
N9 -2.322 0.317 0.514
C35 -2.270 4.825 -2.445
C36 -1.432 3.923 -1.809
H25 0.030 7.224 -3.137
C37 -3.152 1.040 -0.290
N10 -0.494 2.153 -0.682
C38 5.639 0.588 0.927
C39 -1.661 2.621 -1.174
H26 -2.303 -2.088 -1.031
Ca1 -0.198 0.073 -0.369
H27 2.827 -1.803 -3.624
H28 -3.322 4.600 -2.573
N11 1.783 2.958 -0.712
C40 -1.726 6.008 -2.921
H29 2.990 -3.449 -1.587
C41 -4.527 0.663 -0.022
C42 3.858 1.995 0.026
H30 3.271 -1.838 -0.904
H31 3.728 -2.867 2.344
H32 7.582 1.440 0.837
N12 -1.521 -0.651 -2.275
H33 -5.633 -1.446 2.435
H34 4.647 -1.375 2.554
H35 -4.744 -1.097 -4.384
C43 4.267 0.765 0.641
C44 4.062 -1.959 1.843
H36 -1.690 0.335 5.101

Atomic forces in eV per Å
0.011 0.000 -0.002
0.137 0.068 -0.070
-0.028 0.014 0.021
-0.066 0.044 -0.012
0.015 -0.009 0.008
-0.093 -0.215 0.026
-0.268 -0.720 0.476
-0.360 -0.079 0.237
0.423 -0.051 -0.173
0.159 -0.282 0.034
-0.036 -0.116 0.021
0.055 -0.034 0.030
0.002 0.084 -0.094
0.147 0.246 -0.357
-0.007 0.034 -0.008
-0.139 0.040 0.175
-0.055 -0.182 0.212
0.334 0.115 0.000
0.010 0.029 -0.037
0.776 -0.248 0.294
-0.014 -0.015 0.031
-0.006 0.000 -0.007
-0.183 0.200 -0.138
0.540 0.302 -0.622
-0.020 -0.004 -0.009
0.305 0.303 0.048
0.758 0.085 0.157
-0.038 0.032 0.006
0.047 -0.044 0.022
-0.117 -0.029 -0.101
0.013 0.004 -0.010
-0.089 0.071 -0.181
-0.231 -0.132 0.184
-0.013 -0.015 0.003
-0.525 0.149 -0.132
0.009 -0.079 0.132
0.091 0.993 -0.246
0.085 0.073 -0.028
-0.019 0.018 -0.016
-0.067 0.042 -0.074
0.046 -0.305 0.157
-0.040 -0.080 0.142
0.016 -0.011 0.005
0.003 0.005 0.011
0.124 0.091 0.124
0.021 -0.209 -0.095
-0.091 0.079 -0.038
0.039 -0.013 0.040
-0.014 -0.004 0.018
0.038 -0.010 0.044
0.249 -0.151 0.066
-0.021 -0.013 0.000
0.015 0.020 -0.003
-0.031 0.020 0.015
0.029 0.017 -0.021
-0.018 0.011 -0.014
-0.029 0.015 -0.016
-0.063 0.008 0.054
-0.026 -0.071 0.045
0.120 0.102 -0.227
0.125 -0.070 0.014
-0.019 0.111 -0.036
-0.302 0.138 0.015
-0.123 -0.146 0.092
0.043 -0.008 0.059
-0.114 0.090 -0.086
0.009 0.008 0.004
0.155 0.173 -0.067
-0.636 0.269 0.336
-0.149 -0.114 0.013
0.458 0.340 -0.122
0.024 -0.023 -0.010
-0.195 0.006 0.326
-0.423 1.496 -0.052
0.257 0.072 0.014
-0.160 -0.215 0.362
-0.056 0.039 0.033
1.062 -2.479 0.094
-0.011 0.019 0.030
0.017 -0.032 0.028
-0.753 0.372 -0.463
0.054 0.039 0.004
-0.002 0.044 -0.064
0.093 -0.247 0.170
-0.615 -0.256 0.014
0.053 -0.035 -0.033
0.013 0.002 0.033
-0.002 0.002 -0.029
-0.460 0.002 -0.658
-0.003 -0.009 -0.016
0.014 -0.006 0.001
-0.007 0.044 -0.005
-0.246 0.043 -0.039
-0.048 0.061 -0.082
0.039 0.081 0.015